# 1
C36H46Br2CaN8Se | ωB97M-V with the def2-TZVPD basis set

CARTESIAN COORDINATES (ANGSTROEM)
H 4.11 0.74 2.71
Br 6.40 -0.89 3.65
C 4.10 -3.71 -0.25
C -0.57 3.28 4.48
C -5.85 2.24 1.22
C 3.97 -5.91 -1.89
C 5.11 -1.13 2.35
H -0.86 -3.46 -5.72
N -0.21 -2.55 0.23
H -2.67 -4.96 -2.12
H -1.83 0.35 -0.72
C -1.85 -4.32 -4.01
H 1.48 4.00 4.63
Ca 1.59 -1.94 -1.26
H 0.47 5.09 -0.56
Br 6.11 -7.26 -0.67
H -1.71 -1.13 -1.65
H 2.34 -4.84 -2.77
C -1.03 -1.30 0.39
C -0.94 -3.70 -0.37
C 1.19 -2.09 -4.49
H 1.91 -2.78 -4.95
H -1.07 3.53 -1.14
H -2.57 5.63 -1.45
H 1.23 2.41 5.34
H -2.43 2.22 4.72
H -0.85 3.82 3.57
C 5.12 -2.30 1.59
H -4.14 0.71 3.74
Se 0.55 2.39 0.83
C -1.38 5.78 0.35
C -4.81 2.73 0.44
N 0.03 -3.01 -2.53
H 0.78 -1.51 -5.32
C 1.48 0.20 -3.51
N 3.16 -3.75 -1.22
C 0.06 -2.91 -3.87
C 0.10 0.33 -2.87
C -0.06 6.02 -0.37
C -2.44 5.09 -0.50
H -1.68 0.10 3.54
N -1.90 1.66 2.18
H 1.45 0.62 -4.52
C -2.10 3.64 -0.83
C 4.15 -2.47 0.62
H -6.87 2.43 0.91
C -5.61 1.52 2.39
C 3.20 -0.42 1.14
H 2.20 0.78 -2.94
C 4.93 -5.85 -0.89
H -6.45 1.16 2.97
H 0.09 -2.84 1.15
C -0.88 -3.55 -4.65
H -2.02 -1.53 0.79
C 4.14 -0.17 2.13
H -0.19 0.95 3.08
H -2.74 3.24 -1.62
H -1.21 5.19 1.26
C 0.94 3.06 4.50
H -0.25 1.36 -2.97
C 5.00 -4.75 -0.06
C -0.95 -3.70 -1.91
H -5.00 3.29 -0.46
C -1.89 -4.40 -2.63
C -1.29 2.28 1.14
H -0.22 6.53 -1.32
H -0.61 -0.29 -3.42
N 3.20 -1.54 0.40
C -4.32 1.26 2.83
N -2.27 2.78 0.35
C -1.24 1.09 3.36
C -1.19 -0.51 -0.91
H 1.30 2.61 3.58
H 5.89 -3.04 1.76
H -1.79 6.73 0.70
C -3.29 1.76 2.05
N 1.95 -1.22 -3.55
H 0.60 6.66 0.22
H 2.92 -1.22 -3.85
H -3.41 5.13 0.00
H -0.45 -4.61 -0.04
H 3.89 -6.75 -2.56
H 2.42 0.31 0.95
H 5.74 -4.72 0.72
H -2.59 -4.84 -4.60
H -1.06 1.42 5.46
H -0.51 -0.66 1.12
H 0.45 0.68 -0.88
H -1.97 -3.74 -0.02
H -0.85 3.93 5.30
C -3.52 2.47 0.89
C 3.11 -4.83 -2.00
C -1.38 1.99 4.58
N 0.12 -0.10 -1.46

E   -273863.066 eV
Energy relative to the best compared isomer or geometry (same formula, charge and spin)   90.41 kJ/mol
Gap between HOMO and LUMO   0.2473 Ha
E_HOMO   -12.15 eV
Total charge   +2
Spin multiplicity   1

***

# 2
C18H40OP2PtSi | ωB97M-V with the def2-TZVPD basis set

CARTESIAN COORDINATES (ANGSTROEM)
H 7.06 -2.43 0.23
H 3.07 0.94 1.34
H 6.37 -2.06 -2.59
H 4.37 -0.05 1.89
H -1.52 3.12 1.13
H 4.76 -1.37 -2.99
H 0.21 -0.76 1.99
H 5.14 -2.58 3.63
H 6.14 -1.69 1.53
H -4.55 0.98 1.14
C 3.44 -0.09 1.28
H 1.74 1.54 -2.47
H 6.03 -4.25 1.41
C 2.41 -0.92 2.10
Pt 0.83 0.05 -0.76
H 2.66 -0.97 -2.09
C 1.05 -1.47 1.74
Si -2.28 1.02 0.01
H 4.89 -2.98 -2.20
H 0.31 -2.76 -1.00
C 6.53 0.18 -0.78
H 2.87 -3.23 -1.42
H 3.72 -5.84 2.40
P 3.83 -3.53 1.79
H -3.02 3.42 0.21
C 6.03 -2.27 0.59
H -1.45 3.32 -0.64
P 5.32 -1.15 -0.67
H 2.11 -5.18 1.99
H 3.26 -5.61 0.69
H 2.97 -1.76 2.55
H -3.03 -0.42 -1.89
H -3.23 0.64 2.28
H 3.63 -3.33 4.21
H -0.05 1.31 -2.84
C -2.97 0.67 -1.73
H -3.76 -0.61 1.17
H 3.09 -2.69 0.28
H 3.88 0.59 -0.67
C -2.05 2.90 0.19
H -3.98 1.08 -1.83
H 0.48 2.42 -1.43
C 5.32 -1.97 -2.26
C 0.74 -2.69 1.21
C 2.58 -1.12 -1.00
C 2.43 -2.57 -0.65
H 5.15 -4.18 -0.11
C 1.04 -3.09 -0.24
H 2.18 -0.21 2.93
H 5.01 -4.35 3.76
H 0.08 -3.38 1.77
C 5.36 -3.62 0.82
H -2.34 1.09 -2.52
H 1.06 -4.19 -0.26
H 6.09 1.00 -1.37
C 3.17 -5.21 1.70
O -0.89 0.25 0.32
C 3.77 -0.41 -0.22
H 6.79 0.56 0.21
C 4.47 -3.43 3.51
C 0.71 1.52 -2.06
H 7.43 -0.18 -1.28
C -3.59 0.46 1.26

E   -51042.892 eV
Expectation value of S²   6.012
Energy relative to the best compared isomer or geometry (same formula, charge and spin)   92.68 kJ/mol
Gap between HOMO and LUMO (spin up / spin down)   0.2532 / 0.1549 Ha
E_HOMO (spin up / spin down)   -12.68 / -13.63 eV
Total charge   +2
Spin multiplicity   5

***

# 3
C4H7NO | ωB97M-V with the def2-TZVPD basis set

CARTESIAN COORDINATES (ANGSTROEM)
H -1.27 -1.29 0.79
H 0.53 3.02 -0.85
H 0.45 -1.63 1.21
H 1.38 1.38 -0.71
H -0.26 1.78 1.90
H -0.72 -1.30 -1.65
C 0.57 2.03 -0.40
C -0.15 1.76 0.83
N -0.78 1.34 -0.18
H -0.57 -2.87 0.43
O 1.20 -0.97 -1.15
C -0.35 -1.80 0.48
C 0.07 -1.31 -0.87

E   -7796.347 eV
Energy relative to the best compared isomer or geometry (same formula, charge and spin)   318.12 kJ/mol
Gap between HOMO and LUMO   0.3970 Ha
E_HOMO   -9.78 eV
Structure (SMILES)   C1=NC1.CC=O
Spin multiplicity   1

***

# 4
C21H20F2N4O2S | ωB97M-V with the def2-TZVPD basis set

CARTESIAN COORDINATES (ANGSTROEM)
S 0.95 -2.41 5.10
N -0.29 0.90 -4.90
H 0.67 -0.10 -3.32
C 1.54 1.80 -3.62
H -0.31 0.30 0.98
O -1.38 1.34 3.89
C 1.15 2.54 -1.26
H 2.35 0.82 -1.90
H -0.97 1.66 -4.94
C -1.02 2.55 -0.33
H 0.13 0.74 -0.78
C -2.38 2.85 1.70
C 0.46 -3.96 2.74
C -0.07 -5.12 3.19
N -2.97 4.00 1.14
C 0.35 0.87 -3.60
C 1.17 -5.16 0.75
H 2.01 0.84 -5.18
H -0.83 2.44 -3.08
H 0.64 -7.27 0.53
C -0.14 -0.53 3.65
H -1.35 4.25 -1.74
C -1.42 2.13 0.98
F -0.73 -5.03 4.32
N -0.84 0.96 1.61
C -1.58 3.81 -0.75
C -0.79 0.67 2.99
C 0.59 -6.42 1.24
C 0.36 -2.70 3.47
H 0.46 -0.03 5.70
H 3.05 2.35 -2.26
N -0.06 -1.66 2.82
C 0.37 -0.75 4.91
H -2.94 2.58 2.51
C -0.03 -6.32 2.46
C 1.12 -4.03 1.51
H 1.52 2.42 -0.26
C 2.13 1.89 -2.23
C -0.13 1.73 -1.26
F 1.76 -2.99 0.99
H -1.62 1.06 -2.47
H 0.95 3.62 -1.54
H -2.86 5.51 -0.30
C -0.65 1.54 -2.64
H 1.20 2.83 -3.95
H 1.80 -5.20 -0.12
H -0.54 -7.23 2.77
O 2.50 1.33 -4.55
C -2.49 4.53 0.04
H -0.83 0.04 -5.02

E   -48425.563 eV
Energy relative to the best compared isomer or geometry (same formula, charge and spin)   198.44 kJ/mol
Gap between HOMO and LUMO   0.3271 Ha
E_HOMO   -8.88 eV
Structure (SMILES)   N[C@@H]1C[C@H](c2ccncc2NC(=O)c2csc(-c3c(F)cccc3F)n2)CC[C@H]1O
Spin multiplicity   1

***

# 5
C5H14 | ωB97M-V with the def2-TZVPD basis set

CARTESIAN COORDINATES (ANGSTROEM)
H -1.41 -3.26 -2.02
H 1.17 -2.34 -1.35
H -0.55 -0.51 0.26
C 0.32 2.35 0.92
H -0.16 3.38 2.90
H 0.44 3.28 0.37
H -0.43 1.71 0.48
H 1.29 1.86 0.78
H 1.09 2.27 2.91
C 0.19 -2.08 -0.94
C -0.90 -2.31 -2.02
H -1.58 -1.46 -1.90
H -0.48 1.65 2.92
H 0.08 0.06 -1.34
H 0.11 -2.79 -0.10
H -0.41 -2.10 -2.97
H 1.25 -0.34 -0.24
C 0.11 2.42 2.44
C 0.23 -0.61 -0.49

E   -5411.292 eV
Energy relative to the best compared isomer or geometry (same formula, charge and spin)   73.06 kJ/mol
Gap between HOMO and LUMO   0.4511 Ha
E_HOMO   -11.15 eV
Structure (SMILES)   CCC.CC
Spin multiplicity   1

***

# 6
C2H6Cl2NPS | ωB97M-V with the def2-TZVPD basis set

CARTESIAN COORDINATES (ANGSTROEM)
Cl -2.83 -1.06 0.74
H 0.66 2.59 -0.98
S 1.61 1.67 -0.87
C 0.80 0.72 0.52
P -1.71 0.05 -0.53
H 1.35 -1.49 -0.66
H 1.62 0.21 1.02
Cl -2.05 1.90 0.20
H 0.32 -2.25 0.57
C 0.33 -1.56 -0.27
H -0.30 -1.97 -1.06
N -0.17 -0.26 0.14
H 0.36 1.45 1.19

E   -48827.136 eV
Expectation value of S²   2.007
Energy relative to the best compared isomer or geometry (same formula, charge and spin)   0.00 kJ/mol
Gap between HOMO and LUMO (spin up / spin down)   0.1942 / 0.2395 Ha
E_HOMO (spin up / spin down)   -4.59 / -9.55 eV
Spin multiplicity   3

***

Q: The highest energy relative to the best compared isomer or geometry (same formula, charge and spin) belongs to which entry?
A: C4H7NO

***

Q: Which value of E does entry 1 give?
A: -273863.066 eV

***

Q: What is the formula in the third record?
A: C4H7NO